Entry 1:
C27H41IrO3Se2 | ωB97M-V/def2-TZVPD

ORCA input file:
```
! wB97M-V def2-TZVPD RIJCOSX def2/J DEFGRID3
* xyz 3 2
Ir 0.421 -1.357 -0.088
C 3.243 -4.116 0.109
C 1.875 -3.754 0.555
C 0.809 -3.597 -0.367
C -0.533 -3.487 0.111
C -1.709 -3.641 -0.803
C -0.741 -3.450 1.509
C 0.314 -3.555 2.432
C 0.047 -3.595 3.890
C 1.608 -3.691 1.931
H 3.348 -4.092 -0.971
H 3.449 -5.134 0.445
H 4.010 -3.497 0.575
H 0.977 -3.857 -1.408
H -1.519 -3.258 -1.806
H -2.583 -3.147 -0.388
H -1.952 -4.702 -0.889
H -1.755 -3.412 1.878
H -0.336 -2.638 4.242
H 0.942 -3.830 4.459
H -0.719 -4.335 4.120
H 2.426 -3.819 2.623
C 2.290 4.555 -0.151
Se 0.891 3.244 0.065
C 1.135 2.323 -1.660
C -0.185 1.897 -2.286
Se -0.560 -0.047 -2.365
C 0.393 -0.426 -4.014
H 3.193 4.095 -0.544
H 2.503 5.019 0.808
H 1.959 5.329 -0.841
H 1.790 1.474 -1.453
H 1.666 3.006 -2.325
H -0.246 2.245 -3.319
H -1.025 2.328 -1.738
H -0.051 0.176 -4.806
H 0.255 -1.476 -4.265
H 1.451 -0.190 -3.930
C -5.548 4.506 0.305
C -4.606 3.414 0.610
C -3.493 3.591 1.438
C -2.523 2.600 1.592
C -1.445 2.822 2.590
C -2.658 1.389 0.876
C -3.875 1.107 0.207
C -4.226 -0.228 -0.338
C -4.808 2.136 0.071
C -1.518 0.461 0.700
O -1.695 -0.775 0.612
O -0.342 0.903 0.478
H -5.098 5.487 0.437
H -6.412 4.463 0.975
H -5.949 4.404 -0.702
H -3.372 4.516 1.978
H -1.086 3.849 2.556
H -0.616 2.125 2.495
H -1.877 2.694 3.585
H -4.596 -0.842 0.487
H -3.377 -0.753 -0.770
H -5.026 -0.152 -1.068
H -5.720 1.942 -0.475
C 4.901 -0.510 -1.216
C 4.641 0.528 -0.122
C 3.377 -0.024 0.527
O 2.595 -0.548 -0.564
C 3.488 -0.906 -1.645
H 5.438 -1.363 -0.799
H 5.473 -0.120 -2.055
H 4.452 1.512 -0.553
H 5.468 0.607 0.574
H 2.760 0.718 1.042
H 3.619 -0.836 1.221
H 3.176 -0.338 -2.526
H 3.395 -1.971 -1.859
*
```

## Properties
* HOMO level (spin up / spin down): -0.5890 / -0.5882 hartree
* electronic energy: -168308.0007 eV
* M: 763.76 g mol⁻¹
* LUMO energy (spin up / spin down): -0.428 / -0.441 Ha

Okay, here come the Mulliken numbers, in e, for every atom: atom 1 (Ir): 0.9098, atom 2 (C): -1.8691, atom 3 (C): 0.7926, atom 4 (C): -0.6348, atom 5 (C): 0.1819, atom 6 (C): -1.4069, atom 7 (C): -0.3585, atom 8 (C): 0.8996, atom 9 (C): -1.3920, atom 10 (C): -0.8103, atom 11 (H): 0.4265, atom 12 (H): 0.4862, atom 13 (H): 0.3318, atom 14 (H): 0.6720, atom 15 (H): 0.3185, atom 16 (H): 0.2686, atom 17 (H): 0.4226, atom 18 (H): 0.5453, atom 19 (H): 0.3349, atom 20 (H): 0.4152, atom 21 (H): 0.3890, atom 22 (H): 0.5446, atom 23 (C): -1.0552, atom 24 (Se): 0.5589, atom 25 (C): -0.0647, atom 26 (C): -0.7535, atom 27 (Se): 0.3152, atom 28 (C): -1.0568, atom 29 (H): 0.3368, atom 30 (H): 0.3979, atom 31 (H): 0.4124, atom 32 (H): -0.4736, atom 33 (H): 0.5674, atom 34 (H): 0.6641, atom 35 (H): 0.3072, atom 36 (H): 0.4469, atom 37 (H): 0.3981, atom 38 (H): 0.2676, atom 39 (C): -1.5309, atom 40 (C): 0.4435, atom 41 (C): -0.7860, atom 42 (C): 1.0556, atom 43 (C): -1.9253, atom 44 (C): 0.8499, atom 45 (C): 0.8096, atom 46 (C): -1.3689, atom 47 (C): -1.0143, atom 48 (C): 0.1342, atom 49 (O): -0.4408, atom 50 (O): -0.5091, atom 51 (H): 0.4130, atom 52 (H): 0.3163, atom 53 (H): 0.4170, atom 54 (H): 0.5124, atom 55 (H): 0.4148, atom 56 (H): 0.2155, atom 57 (H): 0.4677, atom 58 (H): 0.3714, atom 59 (H): 0.0167, atom 60 (H): 0.4781, atom 61 (H): 0.4875, atom 62 (C): -0.6873, atom 63 (C): -0.4307, atom 64 (C): -0.4973, atom 65 (O): 0.2443, atom 66 (C): -0.3155, atom 67 (H): 0.3028, atom 68 (H): 0.4502, atom 69 (H): 0.0083, atom 70 (H): 0.4871, atom 71 (H): 0.2037, atom 72 (H): 0.4021, atom 73 (H): 0.0353, atom 74 (H): 0.2330


Entry 2:
C3H9NO | ωB97M-V/def2-TZVPD

ORCA input file:
```
! wB97M-V def2-TZVPD RIJCOSX def2/J DEFGRID3
* xyz 1 2
C -1.969 -0.670 -2.286
C -2.330 -1.319 -1.133
H -2.513 -0.632 -3.240
H -1.019 -0.086 -2.266
H -3.391 -1.320 -0.875
H -1.719 -1.835 -0.390
N 0.175 0.390 1.341
C 1.359 0.622 0.519
O 2.450 0.841 1.359
H -0.035 1.225 1.826
H -0.604 0.106 0.779
H 1.234 1.505 -0.136
H 1.478 -0.228 -0.152
H 3.094 0.137 1.246
*
```

## Properties
* HOMO level (spin up / spin down): -0.4726 / -0.4707 hartree
* electronic energy: -6782.5761 eV
* M: 75.11 g mol⁻¹
* LUMO energy (spin up / spin down): -0.257 / -0.361 Ha

Okay, here come the natural (NBO) numbers, in e, for every atom: atom 1 (C): -0.0528, atom 2 (C): -0.0579, atom 3 (H): 0.2801, atom 4 (H): 0.2689, atom 5 (H): 0.2657, atom 6 (H): 0.2793, atom 7 (N): -0.8232, atom 8 (C): 0.0956, atom 9 (O): -0.6971, atom 10 (H): 0.3734, atom 11 (H): 0.3117, atom 12 (H): 0.1351, atom 13 (H): 0.1356, atom 14 (H): 0.4854